1.
{"formula": "C18H14N2O5", "method": "ωB97M-V/def2-TZVPD", "homo_ev": -10.4, "spin_multiplicity": 1, "lumo_ev": -1.71, "total_charge": 0, "smiles": "N#CC[C@H](C#N)CC=O.O=C1C=CC(=O)C=C1.O=C1C=CC(=O)C=C1", "species": ["N", "C", "C", "C", "C", "N", "C", "C", "O", "H", "H", "H", "H", "H", "H", "O", "C", "C", "C", "C", "O", "C", "C", "H", "H", "H", "H", "O", "C", "C", "C", "C", "O", "C", "C", "H", "H", "H", "H"], "positions_angstrom": [[0.656847, -0.177631, -0.262456], [-0.104251, -0.863426, -1.087748], [-1.313025, -1.744346, -1.836227], [-2.578823, -1.950746, -0.762691], [-3.514924, -3.254262, -1.110480], [-4.447442, -4.053463, -1.578253], [-3.413989, -0.529169, -0.637592], [-4.746877, -0.442058, -1.588246], [-4.700727, 0.300001, -2.722537], [-1.680829, -1.240789, -2.827267], [-0.837150, -2.821329, -1.996703], [-2.065513, -2.114237, 0.302523], [-2.656161, 0.336709, -0.927646], [-3.734291, -0.440150, 0.506359], [-5.746514, -0.965698, -1.277783], [-2.277562, 3.527862, 0.171379], [-1.205031, 4.089934, -0.002587], [-1.136991, 5.526703, -0.334669], [0.035198, 6.139420, -0.526701], [1.312004, 5.406782, -0.413517], [2.384534, 5.968854, -0.587483], [1.243964, 3.970013, -0.081436], [0.071775, 3.357296, 0.110596], [-2.082171, 6.050396, -0.413404], [0.102777, 7.192371, -0.771604], [2.189143, 3.446321, -0.002700], [0.004196, 2.304346, 0.355499], [1.121663, -3.469583, 0.299681], [2.148247, -3.292266, 0.940926], [2.641081, -1.933129, 1.239379], [3.763963, -1.740430, 1.938183], [4.558725, -2.877684, 2.442970], [5.585310, -2.700368, 3.084214], [4.065892, -4.236821, 2.144517], [2.943009, -4.429520, 1.445712], [2.046571, -1.109350, 0.862863], [4.139748, -0.750226, 2.165188], [4.660402, -5.060600, 2.521033], [2.567225, -5.419724, 1.218708]], "atomic_forces_ev_per_a": [[-7.42, -6.25, -8.25], [3.89, 4.71, 6.36], [0.76, -0.87, 0.91], [0.70, 0.10, 0.76], [-6.80, -4.14, -4.07], [8.90, 7.39, 4.55], [-0.49, -0.28, 0.24], [1.12, 3.81, -4.92], [-0.30, -4.76, 7.09], [0.96, -0.91, 2.01], [-0.91, 2.49, 0.07], [-1.26, 0.01, -2.45], [-1.83, -1.79, 0.64], [0.56, -0.01, -2.59], [1.91, 0.84, -0.54], [0.63, 0.30, -0.11], [-0.69, -0.39, 0.12], [0.23, 0.41, -0.10], [-0.50, 0.01, 0.02], [0.85, 0.40, -0.13], [-0.73, -0.36, 0.12], [-0.27, -0.38, 0.10], [0.43, -0.02, 0.01], [0.01, -0.05, 0.01], [0.04, -0.03, 0.01], [-0.02, 0.04, -0.01], [0.00, 0.01, -0.03], [0.43, 0.00, 0.29], [-0.50, -0.02, -0.32], [0.33, 0.32, 0.26], [-0.34, 0.03, -0.21], [0.81, 0.27, 0.50], [-0.68, -0.17, -0.42], [-0.34, -0.32, -0.21], [0.34, -0.21, 0.21], [0.15, -0.19, 0.10], [0.02, -0.04, 0.01], [0.00, 0.05, 0.00], [-0.01, 0.02, -0.01]]}



2.
{"formula": "C3H8IN2", "method": "ωB97M-V/def2-TZVPD", "homo_ev": -14.6, "spin_multiplicity": 1, "lumo_ev": -5.26, "total_charge": 1, "species": ["C", "C", "C", "N", "N", "I", "H", "H", "H", "H", "H", "H", "H", "H"], "positions_angstrom": [[0.059449, -0.252753, 1.584281], [-0.781307, 0.117314, 0.356548], [-0.369660, 0.155714, -1.001056], [0.629664, 0.857336, -1.413948], [-0.128546, 1.106990, 1.186861], [-1.737887, -0.503229, -2.434301], [-0.443102, -0.895774, 2.414460], [1.082061, -0.692782, 1.253048], [-1.773033, -0.014176, 0.549698], [0.699288, -1.654001, -0.691744], [1.373735, 1.040326, -0.769556], [0.670256, 1.253766, -2.341829], [-0.599904, 1.595869, 1.925803], [1.318987, -2.114600, -0.618265]], "atomic_forces_ev_per_a": [[2.16, -2.73, -0.96], [1.25, 0.29, 2.01], [-1.36, 0.99, -2.09], [0.09, -0.38, -0.01], [1.60, -0.38, 1.28], [0.35, 0.06, 0.35], [0.68, 1.88, -1.34], [-1.79, 0.76, 0.99], [-2.68, -0.69, -0.09], [1.13, -1.15, 0.09], [0.31, 0.76, 0.52], [0.28, -0.49, -0.25], [-1.13, 0.50, -0.34], [-0.87, 0.60, -0.17]]}



3.
{"formula": "C26H39CaO20", "method": "ωB97M-V/def2-TZVPD", "homo_ev": -11.0, "spin_multiplicity": 1, "lumo_ev": -7.35, "total_charge": 1, "species": ["Ca", "C", "C", "O", "O", "H", "H", "H", "C", "C", "C", "O", "C", "O", "O", "H", "H", "H", "H", "H", "H", "C", "C", "C", "O", "C", "O", "O", "H", "H", "H", "H", "H", "H", "C", "C", "C", "O", "C", "O", "O", "H", "H", "H", "H", "H", "H", "C", "C", "C", "O", "C", "O", "O", "H", "H", "H", "H", "H", "H", "C", "C", "C", "O", "C", "O", "O", "H", "H", "H", "H", "H", "H", "C", "C", "C", "O", "C", "O", "O", "H", "H", "H", "H", "H", "H"], "positions_angstrom": [[0.953370, 5.621813, -3.390231], [0.942760, 0.310109, -1.163976], [1.159367, 1.711927, -1.692425], [1.284900, 1.936839, -2.882822], [1.008973, 2.656349, -0.984010], [1.649860, -0.300726, -1.725222], [-0.059057, -0.014602, -1.445115], [1.130492, 0.216049, -0.094398], [-2.916228, -2.661218, 3.567416], [-2.758414, -2.703654, 2.091412], [-3.196516, -3.906278, 1.243948], [-3.805930, -3.236603, 0.138260], [-4.086879, -1.973997, 0.408782], [-4.665509, -1.206669, -0.405446], [-3.516457, -1.620183, 1.600634], [-2.651336, -1.695039, 3.996893], [-2.087858, -3.267359, 3.934156], [-3.884929, -3.025118, 3.909875], [-1.753013, -2.450360, 1.755137], [-3.946023, -4.487131, 1.781488], [-2.350232, -4.472773, 0.855392], [-1.409618, 3.021725, 4.777637], [-0.298437, 2.819819, 3.691735], [0.764553, 3.951299, 3.724290], [1.950703, 3.249772, 3.948028], [1.728216, 1.927898, 3.998907], [2.623105, 1.133930, 4.025065], [0.415035, 1.610516, 3.993365], [-2.142142, 2.214739, 4.761154], [-2.015993, 3.898163, 4.549024], [-1.005675, 3.002594, 5.789846], [-0.831139, 2.778376, 2.741673], [0.429648, 4.610539, 4.525127], [0.599383, 4.508458, 2.802129], [3.608066, -4.706131, 1.240498], [2.440725, -5.551747, 0.786474], [2.798023, -7.021690, 0.478497], [1.803386, -7.642832, 1.168038], [1.068430, -6.857478, 1.961723], [0.066304, -7.181869, 2.599360], [1.480982, -5.627118, 1.779990], [4.398350, -4.601814, 0.497086], [3.981400, -5.026240, 2.213250], [3.292352, -3.681955, 1.439233], [2.032752, -5.160472, -0.145487], [3.692067, -7.286700, 1.042899], [2.858013, -7.512520, -0.492885], [-6.060775, 3.730079, 1.991771], [-5.624813, 4.159015, 0.598366], [-6.302865, 5.412797, 0.159143], [-5.241224, 6.126024, -0.547649], [-4.084377, 5.532332, -0.233884], [-2.985544, 5.860672, -0.679988], [-4.274939, 4.530889, 0.556253], [-7.126338, 3.521621, 1.895687], [-5.927370, 4.517623, 2.733446], [-5.673788, 2.768330, 2.328476], [-5.830197, 3.428168, -0.183805], [-6.738444, 5.968647, 0.989447], [-7.076297, 5.284765, -0.598166], [-1.709747, -1.700823, -6.140470], [-1.987965, -0.209182, -6.481738], [-0.966775, 0.417352, -7.411492], [-1.727093, 0.920888, -8.533696], [-2.969263, 0.476452, -8.479258], [-3.897161, 0.800836, -9.280745], [-3.158769, -0.151663, -7.248031], [-0.750714, -1.763732, -5.626288], [-1.642440, -2.409750, -6.965698], [-2.486507, -2.046797, -5.458529], [-2.095468, 0.291335, -5.519428], [-0.252093, -0.342581, -7.727439], [-0.400355, 1.242170, -6.979134], [7.825874, -0.185391, 1.622425], [7.581559, 0.041804, 0.127820], [6.315398, 0.706756, -0.180037], [6.660557, 1.646296, -1.102730], [7.961642, 1.860442, -1.082323], [8.580573, 2.865779, -1.483511], [8.538861, 0.892855, -0.415186], [7.125551, -0.920825, 2.018371], [7.658786, 0.764464, 2.130321], [8.853853, -0.498413, 1.805078], [7.624630, -0.984280, -0.237430], [5.924968, 1.160007, 0.731129], [5.559237, -0.015595, -0.487484]], "atomic_forces_ev_per_a": [[-0.06, -2.06, 1.07], [0.88, -0.50, -0.54], [-1.17, -0.79, -0.63], [0.96, -0.94, -5.41], [-0.56, 4.35, 5.52], [-0.08, -0.35, 0.17], [-0.01, 0.10, 0.17], [-0.18, 0.18, -0.15], [1.32, -0.97, 0.64], [0.86, 0.67, -0.44], [-0.21, 0.84, 0.68], [-0.47, -0.85, -0.62], [-0.89, 3.35, -2.47], [1.95, -2.68, 3.46], [-2.07, 0.68, -1.92], [-0.49, 0.24, -0.38], [-0.33, -0.59, 0.50], [0.12, 0.07, 0.03], [0.46, -0.16, 0.53], [0.09, -0.38, -0.27], [-0.30, -0.20, 0.29], [0.25, -0.70, -0.73], [-1.99, 0.43, 1.64], [-2.83, -0.70, 0.17], [0.45, 0.97, -0.32], [1.01, -1.44, -0.16], [-0.61, 0.30, 0.19], [0.38, 1.00, -0.60], [0.17, -0.31, -0.26], [0.36, 0.35, 0.22], [0.15, 0.46, -0.07], [0.47, -0.48, -0.24], [0.93, 0.11, 0.36], [1.27, -0.04, -0.27], [-0.17, 0.82, 0.38], [1.98, 0.36, -2.46], [1.59, 0.38, 1.43], [-2.77, -3.21, 1.45], [-3.24, -1.57, 0.36], [3.01, 0.63, -1.31], [-0.50, 1.81, 1.00], [0.03, -0.47, 0.02], [0.26, -0.44, -0.20], [-0.32, 0.08, -0.14], [-0.47, 0.52, 0.19], [0.67, 0.14, -0.39], [-0.10, 0.99, -0.36], [-0.55, -0.58, -0.63], [-1.18, -0.58, 0.64], [-0.65, 1.17, -1.07], [-0.29, 0.14, 0.50], [2.14, 1.71, -2.07], [-1.77, -0.24, 0.71], [1.39, -1.65, 1.25], [-0.26, 0.22, 0.16], [0.17, -0.07, -0.09], [0.51, 0.24, -0.09], [0.37, -0.58, 0.32], [0.42, 0.46, -0.04], [-0.07, -0.26, 0.24], [0.21, 0.62, 0.39], [0.57, -1.89, -0.07], [0.59, 0.18, -0.12], [1.11, -0.31, -0.11], [-4.56, 1.90, -0.86], [4.24, -2.05, 3.44], [-1.53, 0.51, -1.80], [0.04, 0.04, 0.23], [-0.22, 0.45, -0.39], [0.04, -0.03, -0.02], [-0.27, 0.41, -0.21], [-0.03, 0.11, -0.39], [-0.18, 0.05, -0.05], [0.03, 0.90, -0.18], [0.84, -2.77, 2.22], [-1.90, -1.23, 1.77], [-1.41, 2.08, -2.33], [2.83, 4.15, -0.74], [-2.44, -3.24, 0.61], [1.87, -0.68, 0.18], [0.04, -0.03, -0.05], [0.07, -0.02, 0.28], [-0.11, -0.12, -0.04], [0.36, 0.19, -1.08], [-0.16, 0.46, -0.01], [-0.06, 0.33, -0.62]]}



What total energy values result from the calculations? In sequence: -32101.4574; -14311.5836; -86971.9993 eV.
What HOMO-LUMO gap values result from the calculations? In sequence: 0.318; 0.343; 0.135 Eh.